1.
{
  "formula": "C11H22N4O4",
  "method": "wB97M-V/def2-TZVPD",
  "charge": 0,
  "de_lowest_kcal_mol": 337.77,
  "homo_lumo_gap_ev": 8.5840,
  "lumo_ha": -0.018,
  "symbols": ["C", "C", "C", "C", "C", "C", "C", "C", "C", "C", "C", "H", "H", "H", "H", "H", "H", "H", "H", "H", "H", "H", "H", "H", "H", "H", "H", "H", "H", "H", "H", "H", "H", "N", "N", "N", "N", "O", "O", "O", "O"],
  "positions_angstrom": [[-1.865, 0.922, 0.399], [-1.599, 0.883, -1.279], [-1.178, -0.419, 0.782], [-2.533, -1.378, 0.753], [-2.224, -3.032, 1.088], [-1.995, -3.206, 2.596], [0.864, 1.244, -0.977], [0.846, 2.651, -0.257], [2.112, 0.944, -1.839], [3.362, 0.924, -0.859], [4.552, 0.975, -1.830], [-3.377, 2.145, 1.315], [-3.695, 1.273, -0.671], [-1.256, 1.766, 0.856], [-0.572, -0.442, 1.877], [-0.476, -0.862, -0.334], [-3.400, -0.892, 1.376], [-3.051, -1.382, -0.509], [-3.106, -3.739, 0.767], [-1.279, -3.315, 0.467], [-2.531, -2.356, 3.419], [-0.575, -3.076, 2.772], [-3.172, -4.994, 2.946], [-1.484, -4.786, 3.841], [-0.596, 1.112, -2.915], [0.745, 0.372, -0.341], [1.867, 0.113, -2.580], [2.183, 1.973, -2.446], [3.444, 1.824, -0.182], [3.571, 0.101, -0.090], [6.601, 1.391, -2.004], [6.063, 2.469, -0.595], [0.471, 4.401, -0.597], [-3.332, 1.049, 0.656], [-2.082, -4.692, 2.821], [-0.390, 0.977, -1.845], [5.780, 1.186, -1.284], [-2.607, 0.746, -2.072], [1.162, 2.999, 0.943], [4.335, 0.597, -2.914], [0.418, 3.534, -1.251]],
  "forces_ev_per_angstrom": [[1.86, 1.02, -2.07], [-3.91, 0.33, -0.47], [-1.00, -3.14, -0.80], [-0.67, -2.29, -2.15], [-0.65, 2.52, -1.04], [3.82, 0.40, 1.10], [-1.54, -1.48, -1.08], [0.56, 0.38, 1.67], [-0.69, 3.17, 0.37], [0.84, 0.54, 0.13], [-1.41, 0.15, 3.53], [-0.17, -4.13, -3.07], [1.15, -0.70, 4.44], [-0.84, -0.82, -0.79], [-1.58, -0.02, -3.29], [-1.92, 1.04, 4.18], [2.02, -1.41, -1.02], [1.85, 0.25, 3.94], [1.51, 1.59, 0.45], [-1.78, 0.29, 1.25], [1.34, -2.70, -2.61], [-4.34, 0.17, -0.32], [3.43, 0.94, 0.07], [-2.82, -0.33, -3.47], [1.52, -0.15, 2.59], [0.42, 0.74, 1.01], [0.87, 0.93, 1.45], [0.38, -2.47, 0.77], [-0.67, -0.58, -0.85], [-0.86, 0.54, -1.47], [-2.60, -1.17, 1.45], [-1.80, -4.74, -2.16], [-0.42, -2.30, -2.79], [0.30, 5.30, -1.89], [-0.79, 0.51, 4.39], [0.35, 1.22, -0.81], [5.56, 5.89, 0.97], [2.39, 0.71, 2.99], [-1.51, -1.66, -5.86], [0.65, -0.93, -4.08], [1.16, 2.41, 5.31]]
}


2.
{
  "formula": "C23H49NO2P2Re",
  "method": "wB97M-V/def2-TZVPD",
  "charge": 4,
  "de_lowest_kcal_mol": 41.69,
  "homo_lumo_gap_ev": [5.5551, 5.9075],
  "spin_multiplicity": 4,
  "lumo_ha": [-0.548, -0.552],
  "symbols": ["Re", "C", "O", "C", "O", "P", "C", "H", "C", "H", "C", "H", "C", "P", "H", "H", "C", "H", "C", "H", "H", "H", "C", "H", "H", "H", "C", "H", "H", "H", "C", "H", "H", "H", "C", "H", "H", "H", "C", "H", "H", "H", "C", "H", "H", "H", "C", "H", "C", "H", "H", "C", "H", "H", "H", "C", "H", "H", "H", "C", "H", "H", "H", "C", "H", "H", "H", "H", "H", "C", "C", "C", "N", "H", "H", "H", "H", "H"],
  "positions_angstrom": [[0.035, -0.185, 1.137], [-0.557, -0.854, -0.550], [-0.958, -1.289, -1.585], [0.187, -1.598, 2.389], [0.364, -2.448, 3.197], [2.321, -1.193, -1.114], [3.659, 0.042, -1.408], [4.534, -0.602, -1.575], [3.144, -2.186, 0.220], [2.983, -1.518, 1.090], [2.394, -2.315, -2.823], [2.119, -2.055, -3.976], [-4.203, -0.703, -0.226], [-2.858, 0.635, 0.272], [-4.151, 2.462, 1.408], [-4.273, -0.582, -1.316], [-3.192, 0.325, 2.303], [-4.227, 0.680, 2.323], [2.358, -3.472, 0.515], [2.656, -4.309, -0.122], [1.271, -3.347, 0.409], [2.533, -3.743, 1.559], [4.637, -2.424, 0.132], [4.931, -3.022, 1.001], [5.217, -1.499, 0.167], [4.957, -2.975, -0.761], [3.823, -2.838, -3.081], [4.573, -2.054, -3.085], [3.871, -3.341, -4.065], [4.104, -3.617, -2.356], [1.327, -3.383, -2.565], [0.835, -3.648, -3.513], [0.543, -3.038, -1.917], [1.763, -4.291, -2.149], [3.340, 0.852, -2.642], [3.184, 0.220, -3.528], [4.193, 1.520, -2.853], [2.447, 1.481, -2.511], [3.972, 0.927, -0.187], [3.123, 1.569, 0.102], [4.824, 1.568, -0.440], [4.251, 0.356, 0.705], [-5.532, -0.254, 0.355], [-5.629, 0.844, 0.351], [-5.690, -0.617, 1.385], [-6.338, -0.652, -0.278], [-3.859, -2.191, -0.049], [-4.376, -2.658, 0.796], [-2.237, 3.420, 0.905], [-2.777, -2.379, 0.018], [-4.201, -2.727, -0.951], [-4.131, 3.092, -0.693], [-1.422, 3.281, 0.192], [-2.553, 4.463, 0.887], [-1.815, 3.239, 1.905], [-3.441, 2.522, 0.537], [-4.586, 4.074, -0.465], [-4.909, 2.442, -1.091], [-3.393, 3.256, -1.478], [-2.298, 1.184, 3.178], [-1.231, 1.124, 2.853], [-2.318, 0.806, 4.211], [-2.607, 2.233, 3.215], [-3.164, -1.116, 2.821], [-3.088, -1.869, 2.045], [-4.082, -1.310, 3.404], [-2.316, -1.281, 3.505], [-3.314, 0.997, -1.176], [2.096, -1.295, -3.396], [1.283, 5.039, 0.415], [1.843, 3.963, 1.380], [1.244, 2.655, 1.140], [0.753, 1.604, 1.302], [1.548, 4.789, -0.625], [1.711, 6.026, 0.670], [0.193, 5.108, 0.483], [2.932, 3.838, 1.239], [1.652, 4.245, 2.431]],
  "forces_ev_per_angstrom": [[-2.07, 2.18, -0.99], [-1.75, -4.53, -4.94], [1.49, 2.39, 4.14], [1.33, -7.37, 3.93], [-0.97, 4.37, -3.47], [1.04, 0.53, 0.33], [-0.27, -0.09, 0.11], [-0.08, 0.28, -0.11], [-0.74, -0.77, -0.15], [-0.16, 0.14, -0.35], [0.67, -0.28, 1.30], [-0.02, -0.01, 0.23], [-1.30, -0.41, -1.06], [0.32, 0.86, -0.54], [0.59, 0.06, -0.87], [0.07, 0.14, 0.31], [-0.62, -0.70, 2.97], [0.26, 0.12, -0.62], [-0.20, -0.08, 0.35], [0.08, 0.16, 0.18], [0.21, 0.01, -0.04], [0.10, -0.24, -0.18], [0.67, -0.16, -0.14], [0.00, 0.07, -0.10], [-0.03, -0.16, 0.07], [-0.17, 0.13, 0.45], [0.12, -0.51, -0.72], [0.05, 0.06, 0.00], [-0.05, 0.23, 0.34], [-0.40, 0.44, -0.20], [-0.65, -0.38, -1.17], [0.13, -0.23, 0.31], [-0.21, 0.07, 0.30], [0.15, 0.24, -0.14], [0.28, 0.62, -0.27], [0.19, 0.29, 0.00], [-0.40, -0.24, -0.18], [0.19, -0.14, -0.02], [-0.18, -0.10, 0.15], [0.32, -0.20, -0.36], [-0.19, -0.06, 0.06], [0.00, 0.07, -0.22], [-0.33, 0.16, 0.40], [-0.19, -0.36, -0.02], [0.04, 0.09, -0.44], [0.16, 0.07, 0.21], [0.33, -0.29, -0.15], [0.16, 0.25, -0.10], [0.36, -0.95, 0.30], [-0.31, -0.10, 0.05], [0.12, 0.32, 0.26], [-0.03, 0.08, -0.19], [-0.12, 0.20, -0.23], [-0.17, 0.02, -0.19], [-0.25, 0.09, -0.49], [-0.76, 0.74, 1.23], [0.16, -0.48, 0.00], [-0.22, 0.02, 0.03], [0.04, 0.09, -0.15], [0.26, 0.63, -0.49], [-0.51, 0.14, 0.36], [-0.19, -0.12, -0.31], [0.18, -0.35, 0.01], [0.70, -0.14, -0.43], [-0.20, -0.10, 0.10], [0.15, 0.18, -0.35], [-0.26, 0.18, -0.27], [1.42, -0.39, 1.50], [0.00, 0.04, 0.43], [0.13, 0.28, -0.43], [0.11, 0.29, -0.89], [-0.22, -0.37, 2.23], [1.95, 3.68, -0.99], [-0.04, 0.22, 0.41], [-0.17, -0.62, -0.11], [0.21, 0.04, 0.10], [-0.29, 0.07, 0.12], [-0.03, -0.43, -0.20]]
}


3.
{
  "formula": "C5H7NO",
  "method": "wB97M-V/def2-TZVPD",
  "charge": 0,
  "de_lowest_kcal_mol": 149.70,
  "homo_lumo_gap_ev": 9.2997,
  "lumo_ha": 0.007,
  "symbols": ["O", "C", "C", "N", "C", "C", "C", "H", "H", "H", "H", "H", "H", "H"],
  "positions_angstrom": [[-1.025, -2.284, -0.346], [-0.503, -1.195, -0.307], [0.642, -0.643, -1.104], [1.101, 0.495, -0.522], [-0.112, 1.098, -0.068], [-0.776, -0.048, 0.657], [0.517, 0.179, 1.374], [-0.436, 0.247, -1.870], [1.320, -1.301, -1.638], [-0.788, 1.014, -1.381], [-0.073, 2.116, 0.313], [-1.737, 0.023, 1.156], [0.544, 0.954, 2.137], [1.252, -0.606, 1.518]],
  "forces_ev_per_angstrom": [[0.17, 0.42, 0.01], [-0.08, -0.10, -0.09], [0.15, -0.13, 0.07], [-0.14, -0.11, -0.14], [-0.04, 0.20, -0.04], [-0.10, -0.04, 0.00], [0.18, -0.12, 0.36], [-0.06, 0.09, 0.10], [-0.08, 0.07, 0.12], [0.01, -0.12, -0.09], [-0.01, -0.18, -0.01], [0.13, -0.01, -0.06], [-0.03, -0.13, -0.14], [-0.11, 0.15, -0.10]]
}


The M results, record by record, are as follows: 274.3, 619.8, 97.1 g mol⁻¹.